Entry 1:
Molecular formula: C42H33N2OP2S4W
Method: DFT, ωB97M-V/def2-TZVPD

Cartesian coordinates (Å):
W 0.8774 0.9686 -0.5662
S 0.5345 2.4228 1.2159
P 0.4699 0.5198 2.1293
C 0.9305 -0.4777 0.7503
P 2.3467 -1.4668 0.3947
S 2.8823 -0.2671 -1.1846
C 1.8644 -3.0804 -0.1588
C 0.5686 -3.2911 -0.6367
C 0.2240 -4.5262 -1.1562
C 1.1696 -5.5442 -1.2115
C 2.4614 -5.3323 -0.7492
C 2.8163 -4.1014 -0.2213
C 3.6013 -1.5772 1.6367
C 4.6606 -0.6681 1.6596
C 5.6443 -0.7916 2.6264
C 5.5670 -1.8100 3.5673
C 4.5071 -2.7107 3.5527
C 3.5206 -2.5997 2.5904
C -1.1910 0.1877 2.6432
C -1.7527 0.9706 3.6546
C -3.0478 0.7131 4.0653
C -3.7687 -0.3230 3.4801
C -3.2044 -1.1031 2.4795
C -1.9118 -0.8466 2.0497
C 1.5842 0.5257 3.5110
C 1.4097 -0.5034 4.4427
C 2.1979 -0.5221 5.5790
C 3.1443 0.4754 5.7846
C 3.3134 1.4950 4.8568
C 2.5344 1.5252 3.7120
H -0.1684 -2.4960 -0.5957
H -0.7807 -4.7028 -1.5157
H 0.8965 -6.5092 -1.6171
H 3.1937 -6.1263 -0.7983
H 3.8264 -3.9421 0.1338
H 4.7342 0.1126 0.9125
H 6.4795 -0.1048 2.6377
H 6.3448 -1.9114 4.3128
H 4.4606 -3.5074 4.2827
H 2.7061 -3.3138 2.5701
H -1.1862 1.7666 4.1250
H -3.4949 1.3111 4.8473
H -4.7769 -0.5272 3.8149
H -3.7684 -1.9181 2.0462
H -1.4618 -1.4529 1.2715
H 0.6501 -1.2635 4.2998
H 2.0639 -1.3045 6.3136
H 3.7469 0.4636 6.6833
H 4.0423 2.2740 5.0336
H 2.6562 2.3288 2.9974
N 0.4119 0.3727 -4.0594
C 0.9565 1.5187 -3.6766
N 1.4100 1.7491 -2.4384
C 2.0290 3.0252 -2.3441
C 2.7609 3.5098 -1.2689
C 3.2485 4.8084 -1.3423
C 3.0488 5.5868 -2.4778
C 2.3788 5.0786 -3.5816
C 1.8748 3.7929 -3.4934
S 1.0925 2.8591 -4.7491
H 0.4186 -0.4258 -3.4446
H 0.1300 0.2292 -5.0162
H 3.0218 2.8907 -0.4175
H 3.8191 5.2077 -0.5154
H 3.4542 6.5881 -2.5185
H 2.2699 5.6670 -4.4824
C -8.8483 1.6928 -4.9767
C -7.6367 0.8785 -5.2835
O -6.8982 0.9723 -6.2014
S -7.3407 -0.5259 -4.0336
C -5.7980 -0.1463 -3.4052
C -5.3222 -1.0256 -2.3923
C -4.0984 -0.8443 -1.8308
C -3.2639 0.2318 -2.2521
C -3.7504 1.1167 -3.2569
C -4.9785 0.9342 -3.8179
C -2.0225 0.4190 -1.7098
C -0.8820 0.6073 -1.2332
H -8.8529 2.5814 -5.6029
H -8.8888 1.9419 -3.9177
H -9.7297 1.0863 -5.2049
H -5.9510 -1.8473 -2.0757
H -3.7435 -1.5192 -1.0633
H -3.1276 1.9427 -3.5750
H -5.3095 1.6071 -4.5932

Forces on atoms 1 to 3 (eV/Å):
-0.1 0.1 0.7
0.0 0.2 -0.1
-0.3 -0.1 0.0

Computed properties:
Charge = +3
HOMO energy = -14.97 eV
LUMO level = -9.7 eV



Entry 2:
Molecular formula: C42H34BiF3N3O3PSTe
Method: DFT, ωB97M-V/def2-TZVPD

Cartesian coordinates (Å):
Bi -0.8105 0.8399 1.0671
C 2.9066 -0.4836 3.2789
C 2.8913 0.3462 4.3978
C 1.8910 1.2824 4.5540
C 0.8809 1.4090 3.5904
C 0.9336 0.6186 2.4323
C 1.9389 -0.3345 2.3034
C -0.2383 2.3353 3.7416
C -0.3675 3.2222 4.8333
C -1.4040 4.0986 4.9015
C -2.3579 4.1308 3.8576
C -3.4342 5.0382 3.8315
C -4.3520 5.0056 2.8144
C -4.2292 4.0524 1.7915
C -3.1850 3.1655 1.7879
C -2.2172 3.1940 2.8099
N -1.1447 2.3448 2.7641
H 3.6685 -1.2479 3.1775
H 3.6584 0.2484 5.1571
H 1.8796 1.8916 5.4496
H 1.9482 -0.9769 1.4303
H 0.3492 3.1773 5.6397
H -1.5201 4.7634 5.7492
H -3.5134 5.7678 4.6301
H -5.1718 5.7131 2.8008
H -4.9532 4.0167 0.9883
H -3.1051 2.4398 0.9888
C 3.8894 1.7887 0.5859
C 4.3324 1.3508 -0.8077
C 4.9212 -0.0600 -0.7722
C 3.1581 1.4517 -1.8071
C 3.6376 1.5800 -3.2751
O 3.1408 0.4075 -3.9272
C 2.4049 -0.2644 -2.9781
N 2.3441 0.2428 -1.8236
C 1.8665 -1.5727 -3.3889
C 2.7251 -2.3978 -4.1256
C 2.3470 -3.6802 -4.4668
C 1.0869 -4.1335 -4.0895
C 0.2379 -3.3056 -3.3788
C 0.6012 -2.0097 -2.9955
P -0.6473 -0.8772 -2.0196
C -1.7445 -0.9003 -3.5108
C -1.5740 0.2185 -4.3282
C -2.3685 0.4164 -5.4462
C -3.3613 -0.5003 -5.7613
C -3.5287 -1.6222 -4.9637
C -2.7216 -1.8283 -3.8535
C -1.0147 -2.2736 -0.8810
C 0.1105 -2.7821 -0.2242
C 0.0038 -3.8440 0.6519
C -1.2319 -4.4336 0.8776
C -2.3570 -3.9180 0.2578
C -2.2557 -2.8305 -0.6021
H 4.7022 1.6524 1.3053
H 3.0382 1.1928 0.9152
H 3.5858 2.8357 0.5906
H 5.1062 2.0439 -1.1631
H 4.1303 -0.7755 -0.5490
H 5.6883 -0.1399 0.0009
H 5.3684 -0.3356 -1.7322
H 2.5174 2.2859 -1.5097
H 4.7282 1.5927 -3.3600
H 3.2315 2.4651 -3.7690
H 3.7048 -2.0229 -4.3945
H 3.0280 -4.3239 -5.0111
H 0.7702 -5.1370 -4.3520
H -0.7369 -3.6822 -3.0962
H -0.8220 0.9521 -4.0562
H -2.2246 1.2965 -6.0620
H -4.0105 -0.3338 -6.6129
H -4.3063 -2.3384 -5.2041
H -2.8836 -2.7076 -3.2432
H 1.0752 -2.3209 -0.4172
H 0.8766 -4.1998 1.1852
H -1.3211 -5.2567 1.5734
H -3.3287 -4.3523 0.4624
H -3.1464 -2.3956 -1.0367
S -5.1805 0.9927 -1.7185
C -3.6750 0.4808 -1.4237
N -2.5858 0.1066 -1.2005
Te 0.2249 3.1358 0.0209
F -3.0849 -1.7332 5.3677
C -2.0582 -1.1891 4.6761
F -1.1928 -0.7092 5.6080
F -2.5663 -0.1010 4.0520
C -1.3498 -2.2177 3.6800
O -1.3866 -3.3867 4.0679
O -0.8604 -1.6550 2.6909

Forces on atoms 1 to 3 (eV/Å):
0.2 -0.3 -0.5
-0.1 0.1 0.0
0.1 -0.1 0.1

Computed properties:
Charge = -2
HOMO energy = -1.49 eV
ΔE to the lowest compared entry with this formula, charge and spin = 0.0 kcal per mole
LUMO level = 3.9 eV



Entry 3:
Molecular formula: C42H34P2S3Tl
Method: DFT, ωB97M-V/def2-TZVPD

Cartesian coordinates (Å):
Tl -1.4677 -0.4326 -1.9789
S -2.7767 0.8539 2.5379
C -2.9525 0.5382 0.9397
S -3.1015 1.8564 -0.2692
S -3.1217 -1.0023 0.2170
C 2.6564 -2.5093 -0.8250
C 3.3931 -1.5258 0.0808
P 2.2025 -0.0181 -0.0841
C 2.8928 1.1265 1.1607
C 3.1181 2.4731 0.8853
C 3.5248 3.3457 1.8840
C 3.7014 2.8851 3.1822
C 3.4698 1.5474 3.4709
C 3.0721 0.6757 2.4674
C 2.9527 0.5120 -1.6739
C 2.1979 0.5421 -2.8403
C 2.7849 0.8253 -4.0645
C 4.1402 1.1164 -4.1365
C 4.8996 1.1162 -2.9755
C 4.3097 0.8064 -1.7585
P 0.7999 -2.1472 -0.7114
C 0.5242 -2.5027 1.0636
C 0.8909 -3.7300 1.6094
C 0.7221 -3.9839 2.9616
C 0.1778 -3.0067 3.7834
C -0.1984 -1.7839 3.2461
C -0.0255 -1.5319 1.8936
C 0.1298 -3.7325 -1.4259
C -1.1536 -4.1539 -1.0645
C -1.7629 -5.2244 -1.6964
C -1.1068 -5.9034 -2.7162
C 0.1619 -5.4931 -3.0951
C 0.7697 -4.4183 -2.4575
H 2.8006 -3.5581 -0.5555
H 2.9561 -2.3790 -1.8688
H 4.4350 -1.3938 -0.2128
H 3.3555 -1.8870 1.1114
H 2.9455 2.8424 -0.1186
H 3.6914 4.3895 1.6476
H 4.0069 3.5691 3.9649
H 3.5862 1.1786 4.4826
H 2.8700 -0.3602 2.7131
H 1.1329 0.3594 -2.7884
H 2.1736 0.8306 -4.9582
H 4.5967 1.3514 -5.0898
H 5.9558 1.3538 -3.0156
H 4.9119 0.8061 -0.8571
H 1.3114 -4.4992 0.9708
H 1.0126 -4.9432 3.3731
H 0.0338 -3.2011 4.8391
H -0.6526 -1.0238 3.8655
H -0.3185 -0.5699 1.4867
H -1.6827 -3.6346 -0.2714
H -2.7556 -5.5315 -1.3905
H -1.5830 -6.7402 -3.2113
H 0.6856 -6.0103 -3.8898
H 1.7596 -4.1190 -2.7796
C 0.5573 1.4441 -0.4602
C -0.4352 2.1365 -0.2690
C -1.6288 2.9509 -0.0118
C -1.7881 3.9887 -1.1426
C -1.9784 5.3426 -0.9074
C -2.1142 6.2323 -1.9675
C -2.0613 5.7805 -3.2747
C -1.8493 4.4295 -3.5184
C -1.7050 3.5468 -2.4632
C -1.5882 3.6080 1.3630
C -2.7456 4.1302 1.9314
C -2.7051 4.7560 3.1634
C -1.5025 4.8639 3.8529
C -0.3474 4.3411 3.2948
C -0.3910 3.7148 2.0547
H -2.0108 5.7201 0.1041
H -2.2557 7.2855 -1.7610
H -2.1703 6.4744 -4.0985
H -1.7817 4.0621 -4.5344
H -1.4986 2.5017 -2.6585
H -3.6904 4.0136 1.4144
H -3.6169 5.1434 3.5998
H -1.4722 5.3413 4.8246
H 0.5964 4.4057 3.8220
H 0.5110 3.2894 1.6323

Forces on atoms 1 to 3 (eV/Å):
0.1 0.2 0.1
0.0 -0.1 0.0
0.0 -0.1 0.0

Computed properties:
Charge = -1
HOMO energy = -3.62 eV
ΔE to the lowest compared entry with this formula, charge and spin = 45.1 kcal per mole
LUMO level = 2.3 eV



Entry 4:
Molecular formula: C42H35AsBaF15GeN3O3S3Si
Method: DFT, ωB97M-V/def2-TZVPD

Cartesian coordinates (Å):
Ba 1.0007 -0.8473 0.4613
C 0.7261 -4.1809 -2.6384
C -0.0565 -3.2125 -1.7870
N 0.0975 -1.9345 -1.9132
N 0.9535 -1.5348 -2.9562
C 1.3665 -0.3101 -2.9773
S 1.2772 1.1153 -1.9960
S 2.3664 0.0508 -4.4231
C 2.1694 -1.4409 -5.4178
C 3.1590 -2.5588 -5.1839
C 4.0551 -2.5533 -4.1196
C 4.9311 -3.6108 -3.9320
C 4.9299 -4.6897 -4.8028
C 4.0420 -4.7038 -5.8674
C 3.1667 -3.6460 -6.0531
C -1.0825 -3.7810 -0.8442
C -1.6148 -5.0296 -1.1800
C -2.6061 -5.6539 -0.4408
C -3.0937 -5.0129 0.6940
C -2.5993 -3.7878 1.0790
C -1.5731 -3.1254 0.3530
O -1.0944 -2.0166 0.7666
H 1.7208 -3.7821 -2.8294
H 0.2538 -4.3226 -3.6143
H 0.8091 -5.1484 -2.1495
H 2.2228 -1.1133 -6.4592
H 1.1680 -1.8328 -5.2339
H 4.0330 -1.7251 -3.4223
H 5.6070 -3.5932 -3.0859
H 5.6076 -5.5199 -4.6460
H 4.0302 -5.5418 -6.5548
H 2.4678 -3.6644 -6.8829
H -1.2566 -5.5229 -2.0743
H -2.9946 -6.6166 -0.7492
H -3.8741 -5.4824 1.2853
H -2.9810 -3.2800 1.9567
C -0.2023 -0.8894 4.4005
C -0.1369 0.0824 3.3332
N -0.0745 0.8018 2.4421
H 0.7510 -1.4196 4.4140
H -1.0130 -1.5863 4.1938
H -0.3734 -0.3844 5.3503
C 4.0906 -3.8910 1.6257
Si 2.8417 -3.0315 2.7680
C 1.2856 -4.1073 2.6978
C 3.5229 -3.2261 4.5331
O 2.5513 -1.4732 2.4356
H 5.0855 -3.9535 2.0749
H 4.1700 -3.3699 0.6707
H 3.7478 -4.9090 1.4252
H 1.5597 -5.1417 2.9275
H 0.8007 -4.1162 1.7181
H 0.5201 -3.7990 3.4129
H 4.0533 -4.1726 4.6611
H 2.7252 -3.1964 5.2786
H 4.2181 -2.4137 4.7580
C 3.0986 1.3442 1.2330
As 4.0532 -0.0933 0.2436
C 5.0060 0.8015 -1.1730
C 5.4716 -0.6793 1.4058
O 3.2166 -1.3684 -0.5166
H 3.8611 2.1144 1.3561
H 2.7570 0.9697 2.2048
H 2.2493 1.7701 0.6897
H 5.7273 1.5049 -0.7555
H 4.2684 1.3073 -1.7970
H 5.5122 0.0389 -1.7626
H 6.0645 0.1946 1.6806
H 6.0871 -1.3880 0.8538
H 5.0339 -1.1429 2.2847
F -6.2172 4.8878 -0.8894
C -5.1635 5.5401 -1.4161
C -3.8832 5.3152 -0.9445
C -2.8999 6.1068 -1.5169
F -1.6283 5.9978 -1.1066
C -3.1488 7.0457 -2.5053
F -2.1582 7.7908 -3.0187
C -4.4447 7.2202 -2.9606
F -4.7135 8.1249 -3.9145
C -5.4635 6.4642 -2.4060
F -6.7283 6.6482 -2.8194
Ge -3.2532 3.8231 0.2737
S -2.0697 2.3990 -0.6730
C -2.4407 4.9957 1.7094
C -3.1014 6.1403 2.1297
F -4.3475 6.4010 1.6799
C -2.5847 7.0454 3.0393
F -3.2759 8.1367 3.4107
C -1.3342 6.8026 3.5840
F -0.8056 7.6594 4.4714
C -0.6443 5.6643 3.2113
F 0.5620 5.4201 3.7482
C -1.2019 4.7833 2.2882
F -0.4716 3.7128 1.9904
C -4.9158 3.0675 1.1087
C -5.2371 3.0987 2.4531
F -4.5037 3.8203 3.3248
C -6.3119 2.4113 2.9971
F -6.5881 2.4892 4.3108
C -7.1084 1.6373 2.1714
F -8.1571 0.9690 2.6733
C -6.8142 1.5639 0.8191
F -7.5848 0.8187 0.0142
C -5.7304 2.2688 0.3214
F -5.4960 2.1630 -0.9889

Forces on atoms 1 to 3 (eV/Å):
-1.4 0.3 -0.2
0.1 0.0 -0.1
-0.3 0.3 0.0

Computed properties:
Charge = -2
HOMO energy = -2.54 eV
ΔE to the lowest compared entry with this formula, charge and spin = 20.6 kcal per mole
LUMO level = 3.6 eV



Entry 5:
Molecular formula: C42H35AsF6N9O2S2W
Method: DFT, ωB97M-V/def2-TZVPD

Cartesian coordinates (Å):
W -0.4204 -0.7883 0.1143
C 1.5017 1.5737 3.3129
C 0.5186 2.3910 3.8692
C -0.7797 2.2067 3.4691
C -1.0907 1.2539 2.4931
N -0.1300 0.5157 1.8957
C 1.1418 0.6605 2.3607
N -2.4310 1.0734 2.2567
C -2.9108 0.5081 1.2294
N -2.2271 0.1567 0.0254
C -3.2086 -0.4416 -0.8153
N -3.0615 -1.0002 -1.9535
C -1.8674 -0.9419 -2.6394
C -1.9229 -1.3364 -3.9776
C -0.8369 -1.1422 -4.7954
C 0.2824 -0.5109 -4.2573
C 0.2967 -0.2047 -2.9218
N -0.7319 -0.4637 -2.0788
C -4.5024 -0.4368 -0.1259
C -5.7317 -0.9227 -0.5355
C -6.7764 -0.8158 0.3738
C -6.5888 -0.2444 1.6359
C -5.3499 0.2454 2.0314
C -4.3207 0.1332 1.1147
H 2.5305 1.6084 3.6432
H 0.7621 3.1194 4.6308
H -1.6050 2.7524 3.9013
H 1.8796 -0.0135 1.9655
H -2.8560 -1.7499 -4.3298
H -0.8647 -1.4410 -5.8343
H 1.1424 -0.2659 -4.8629
H 1.1565 0.2698 -2.4928
H -5.8648 -1.3643 -1.5132
H -7.7579 -1.1811 0.1032
H -7.4263 -0.1840 2.3175
H -5.1929 0.6884 3.0046
S 2.1651 -0.6948 -0.3658
C 2.8317 0.8375 -0.5229
N 4.1281 1.0306 -0.4171
C 4.6875 2.3924 -0.4027
C 3.9228 3.2445 -1.3732
N 2.5008 3.2033 -1.0127
C 1.7055 4.4430 -1.0674
C 0.9357 4.6046 -2.3596
C 1.5396 4.3789 -3.5927
C 0.8279 4.5777 -4.7664
C -0.4894 5.0127 -4.7135
C -1.0937 5.2421 -3.4867
C -0.3841 5.0336 -2.3127
C 1.9243 2.0492 -0.7290
S 0.2852 1.8698 -0.5592
C 5.0580 -0.0743 -0.0404
C 5.0373 -0.2687 1.4596
C 4.3570 -1.3352 2.0417
C 4.3220 -1.4702 3.4237
C 4.9762 -0.5509 4.2293
C 5.6790 0.5019 3.6552
C 5.7101 0.6403 2.2764
H 5.7381 2.3283 -0.6760
H 4.6178 2.7872 0.6137
H 4.0527 2.8778 -2.3944
H 4.2572 4.2780 -1.3388
H 2.4046 5.2638 -0.9080
H 1.0125 4.4163 -0.2250
H 2.5736 4.0620 -3.6538
H 1.3061 4.4088 -5.7219
H -1.0408 5.1798 -5.6288
H -2.1188 5.5842 -3.4420
H -0.8621 5.2062 -1.3555
H 6.0437 0.2286 -0.3889
H 4.7652 -0.9719 -0.5806
H 3.8697 -2.0748 1.4217
H 3.7841 -2.2978 3.8672
H 4.9605 -0.6674 5.3046
H 6.2140 1.2041 4.2803
H 6.2849 1.4481 1.8380
O 0.3264 -2.4663 -0.8191
N -0.3926 -3.5435 -0.9589
N -1.4885 -3.4174 -0.3807
O -1.7257 -2.2859 0.2555
C -2.5043 -4.4469 -0.3295
C -3.6280 -4.2085 0.4391
C -4.5930 -5.2033 0.4874
C -4.4166 -6.3861 -0.2147
C -3.2699 -6.5937 -0.9737
C -2.2913 -5.6180 -1.0396
H -3.7392 -3.2907 0.9972
H -5.4805 -5.0518 1.0857
H -5.1729 -7.1574 -0.1662
H -3.1330 -7.5203 -1.5128
H -1.3912 -5.7664 -1.6178
F 0.6752 -1.9052 1.6056
As -0.0874 -2.7359 3.2267
F -1.4431 -1.7270 2.8084
F 0.5900 -1.4044 4.0726
F -0.8150 -3.4230 4.5849
F 1.4094 -3.5457 3.3140
F -0.6748 -3.9394 2.1455

Forces on atoms 1 to 3 (eV/Å):
2.1 1.3 -1.4
0.0 0.0 -0.1
0.0 0.0 0.0

Computed properties:
Charge = +2
HOMO energy (alpha / beta) = -13.52 / -13.53 eV
ΔE to the lowest compared entry with this formula, charge and spin = 26.7 kcal per mole
LUMO level (alpha / beta) = -6.8 / -7.0 eV
2S+1 = 2



What is the formula in the first record?
C42H33N2OP2S4W



Look up the charge of the fourth one.
-2



Which formula does entry 1 have?
C42H33N2OP2S4W